# 1
C4H8N3 | wB97M-V/def2-TZVPD

The geometry in XYZ format:
```
15
Properties=species:S:1:pos:R:3:forces:R:3:lowdin_charge:R:1
C 2.948825 0.779183 0.538316 -2.023 -2.418 -1.865 0.211
C 2.331910 -0.147198 0.025716 1.974 2.819 1.731 -0.135
N 1.549801 -1.185024 -0.465086 1.054 -2.372 1.347 0.049
N 0.104524 -1.222983 0.026074 2.205 -1.929 -0.171 0.129
C -0.512616 -0.120447 0.053853 -1.571 1.088 -0.921 -0.486
C -1.891902 -0.354732 0.542328 -0.256 -4.159 -0.643 0.000
N -0.254914 1.068780 -0.483074 0.674 0.409 0.173 0.203
H 3.387384 1.710859 0.807104 0.312 -0.038 0.304 0.065
H 1.801645 -1.339336 -1.458436 -1.037 0.265 -0.021 0.203
H 1.873741 -2.120934 -0.001308 -0.496 1.911 -0.859 0.237
H -2.579083 -0.539945 -0.318382 0.606 0.211 0.512 0.121
H -2.319867 0.352081 1.151775 -0.629 1.945 1.436 0.059
H -1.828199 -1.358697 1.115929 -0.445 1.717 -0.863 0.132
H -0.990384 1.717994 -0.337605 -0.380 0.779 -0.002 0.116
H 0.666311 1.468785 -0.570933 0.011 -0.228 -0.159 0.098
```
Positions in Å, forces in eV/Å.

As for the SMILES: C#C[NH2+]/N=C(/C)N. The energy above the lowest of the compared OMol25 structures with the same formula, charge and spin comes out at 535.4 kJ/mol. The net charge is +1. The LUMO energy is -0.129 Ha. The value obtained for the calculated total energy is -8737.232 eV.

# 2
C3H4N2O | wB97M-V/def2-TZVPD

The geometry in XYZ format:
```
10
Properties=species:S:1:pos:R:3:forces:R:3:lowdin_charge:R:1
N 2.112327 -0.038868 0.190292 -1.132 -0.390 0.179 0.139
C 0.855793 -0.050498 0.081541 -0.552 0.217 -0.158 -0.331
O 0.184421 0.802305 -0.654115 0.160 0.252 -0.159 -0.022
C -1.235540 0.692655 -0.642461 -0.330 0.035 -0.042 -0.189
C -1.707152 -0.479551 0.209609 0.527 -0.344 0.259 -0.087
N -0.684399 -1.012002 0.702311 2.601 2.266 -1.503 0.116
H 2.527603 -0.750634 0.782437 -0.214 -0.024 0.005 0.046
H 0.039290 -1.539143 1.103566 -0.926 -1.852 1.296 0.088
H -1.563090 0.560124 -1.677420 -0.070 -0.001 0.178 0.120
H -1.638266 1.628457 -0.244216 -0.064 -0.160 -0.055 0.120
```
Positions in Å, forces in eV/Å.

The energy above the lowest of the compared OMol25 structures with the same formula, charge and spin comes out at 462.6 kJ/mol. The net charge is 0. The LUMO energy is 0.025 Ha. The value obtained for the calculated total energy is -8199.091 eV.

# 3
C5H10O2 | wB97M-V/def2-TZVPD

The geometry in XYZ format:
```
17
Properties=species:S:1:pos:R:3:forces:R:3:lowdin_charge:R:1
O -1.215828 1.911582 -2.031424 0.148 -0.112 -0.218 -0.062
C -1.438759 1.032467 -0.958851 -0.150 -0.209 0.350 -0.255
C -0.104551 0.746418 -0.254863 -0.255 0.180 0.258 -0.486
C -0.494215 -0.305789 0.980130 -0.005 -0.074 -0.124 -0.104
C 0.851550 -0.722410 1.332092 0.080 -0.465 -0.054 -0.201
C 1.570729 -1.340025 0.290133 0.010 0.821 -0.793 0.020
O 0.778521 0.215781 -1.092551 0.226 -0.233 0.374 -0.179
H -0.414108 1.560188 -2.452251 -0.117 0.146 -0.006 0.083
H -1.863691 0.068345 -1.298926 0.134 0.219 -0.012 0.121
H -2.161612 1.504334 -0.281974 0.107 -0.011 -0.076 0.122
H 0.221694 1.676168 0.266123 0.044 -0.133 -0.179 0.140
H -1.051092 -1.073203 0.436520 -0.004 -0.014 0.245 0.120
H -1.083145 0.152035 1.786329 0.212 -0.168 -0.330 0.119
H 1.205045 -2.000108 1.404218 -0.449 0.312 0.584 0.204
H 1.406266 -0.194230 2.104076 0.011 -0.187 -0.122 0.139
H 1.048166 -1.898996 -0.470726 -0.023 -0.065 0.120 0.109
H 2.651804 -1.338870 0.297125 0.030 -0.008 -0.019 0.111
```
Positions in Å, forces in eV/Å.

The energy above the lowest of the compared OMol25 structures with the same formula, charge and spin comes out at 501.2 kJ/mol. The net charge is 0. The LUMO energy is 0.012 Ha. The value obtained for the calculated total energy is -9437.849 eV.

# 4
C5H11NO | wB97M-V/def2-TZVPD

The geometry in XYZ format:
```
18
Properties=species:S:1:pos:R:3:forces:R:3:lowdin_charge:R:1
C 2.448390 -0.387920 -0.317485 0.122 0.710 0.515 -0.024
C 1.089560 -0.500305 -0.472139 0.164 0.159 0.350 -0.466
O 0.757652 -1.149393 -1.616665 -0.170 0.313 0.036 0.046
N 0.078288 -0.079903 0.317164 0.309 -0.151 -0.089 -0.122
C 0.364996 0.829569 1.410493 0.019 0.075 0.107 -0.043
C -1.301665 -0.526506 0.164265 -0.039 -0.145 -0.030 -0.213
C -2.167122 0.445276 -0.637112 0.035 0.033 -0.019 -0.076
H 2.967799 0.037446 -1.176206 0.140 -0.689 0.012 0.054
H 2.927346 -0.297450 0.637623 -0.037 0.456 0.281 0.029
H 1.677702 -1.480764 -1.710485 -0.594 -0.534 -1.011 0.096
H 0.317964 0.311860 2.377149 0.012 0.079 -0.109 0.095
H 1.367671 1.243872 1.282605 -0.214 -0.081 -0.011 0.082
H -0.355957 1.656053 1.423920 0.044 -0.174 -0.025 0.086
H -1.287975 -1.500750 -0.328600 -0.013 0.080 0.069 0.117
H -1.718847 -0.663049 1.171155 0.069 -0.020 -0.164 0.118
H -3.204319 0.092656 -0.673921 0.183 0.036 0.020 0.075
H -1.792261 0.523337 -1.661744 -0.048 0.011 0.132 0.076
H -2.169220 1.445972 -0.190013 0.017 -0.158 -0.063 0.067
```
Positions in Å, forces in eV/Å.

As for the SMILES: C=C(O)N(C)CC. The energy above the lowest of the compared OMol25 structures with the same formula, charge and spin comes out at 211.0 kJ/mol. The net charge is 0. The LUMO energy is 0.035 Ha. The value obtained for the calculated total energy is -8899.510 eV.

# 5
C2H6N3 | wB97M-V/def2-TZVPD

The geometry in XYZ format:
```
11
Properties=species:S:1:pos:R:3:forces:R:3:lowdin_charge:R:1
C -0.901959 -0.695166 -1.687796 0.021 -0.554 -0.132 0.106
N -0.546406 0.174789 -0.866198 -0.183 0.833 -0.077 0.106
C 0.125098 0.286490 0.277888 0.127 0.027 0.265 -0.438
N -0.537639 0.237481 1.428106 0.059 -0.102 0.035 0.225
N 1.413450 0.606957 0.248053 0.036 -0.105 0.055 0.225
H -1.479832 -0.375860 -2.546588 -0.060 0.010 -0.096 0.105
H -0.666285 -1.754466 -1.595409 0.070 -0.063 0.097 0.111
H -1.522275 0.024334 1.448079 0.049 0.042 -0.086 0.142
H -0.101557 0.506934 2.295705 -0.008 -0.048 -0.030 0.138
H 1.907685 0.680234 -0.626866 -0.104 0.010 0.001 0.142
H 1.903753 0.879776 1.085113 -0.007 -0.050 -0.033 0.138
```
Positions in Å, forces in eV/Å.

As for the SMILES: C=NC(N)=[NH2+]. The energy above the lowest of the compared OMol25 structures with the same formula, charge and spin comes out at 13.1 kJ/mol. The net charge is +1. The LUMO energy is -0.146 Ha. The value obtained for the calculated total energy is -6634.951 eV.

# 6
C31H69F3KN6O13PS | wB97M-V/def2-TZVPD

The geometry in XYZ format:
```
125
Properties=species:S:1:pos:R:3:forces:R:3:lowdin_charge:R:1
K 6.217017 -36.669683 -1.551113 -0.167 0.759 0.012 0.876
C 3.974050 -33.832508 2.112645 0.655 -0.569 0.272 -0.675
F 2.746289 -33.916339 1.613404 -0.380 0.290 0.068 0.136
F 4.071099 -32.818210 2.973009 -0.392 0.193 -0.123 0.125
F 4.212994 -34.960071 2.794994 -0.219 -0.120 0.251 0.119
S 5.217517 -33.698202 0.791171 0.436 -0.184 -0.638 0.463
O 4.672952 -32.729973 -0.115063 -0.330 0.443 -0.192 -0.302
O 6.432540 -33.318975 1.468181 0.218 0.169 0.330 -0.298
O 5.258147 -35.046636 0.242764 -0.007 -0.477 -0.061 -0.432
O 2.922117 -27.125970 0.719926 -0.202 0.321 -0.021 -0.282
P 3.722514 -28.266746 1.184373 0.749 -0.389 -0.144 0.506
N 5.019617 -28.499160 0.148617 -0.282 0.521 -0.176 -0.295
C 5.109731 -27.722573 -1.084222 -0.358 0.193 0.080 -0.109
C 5.892693 -29.647330 0.237340 0.179 -0.577 -0.051 -0.105
N 2.990046 -29.753329 1.275897 0.350 -0.552 0.307 -0.283
C 2.586045 -30.317828 -0.002166 0.037 0.196 -0.364 -0.104
C 2.181907 -30.161073 2.416244 -0.082 0.551 -0.072 -0.095
N 4.328352 -28.019417 2.719159 -0.124 -0.049 -0.075 -0.299
C 5.002916 -29.006655 3.519075 -0.184 -0.505 0.360 -0.144
C 4.818165 -26.679940 2.965263 -0.470 0.304 0.114 -0.114
H 4.595061 -28.209723 -1.925016 0.349 -0.090 -0.060 0.072
H 6.157059 -27.511864 -1.311785 0.002 -0.278 -0.152 0.079
H 4.627429 -26.752762 -0.972011 -0.103 -0.109 0.227 0.071
H 5.452679 -30.592126 -0.102338 -0.165 0.168 -0.058 0.051
H 6.222770 -29.836916 1.260847 0.045 0.152 0.012 0.067
H 6.772925 -29.485574 -0.391343 0.038 0.140 0.160 0.080
H 2.518019 -31.405824 0.002826 -0.030 0.002 0.417 0.068
H 1.632450 -29.893624 -0.335241 0.035 -0.042 -0.119 0.092
H 3.366550 -30.094564 -0.730779 -0.200 0.114 -0.146 0.064
H 1.984723 -31.229206 2.352919 -0.015 -0.055 -0.020 0.069
H 2.722932 -29.954562 3.333907 -0.139 -0.089 0.132 0.049
H 1.234700 -29.611123 2.469078 -0.079 -0.136 -0.060 0.091
H 6.099198 -28.953802 3.484157 -0.019 0.090 -0.288 0.081
H 4.736420 -28.884919 4.578298 -0.058 0.049 -0.073 0.081
H 4.677967 -29.998523 3.212881 0.281 -0.122 0.018 0.056
H 5.904452 -26.641118 2.846280 0.052 0.174 0.033 0.083
H 4.527168 -26.366453 3.971832 0.258 -0.035 0.099 0.085
H 4.324151 -25.990997 2.283678 0.173 0.044 -0.095 0.072
O -0.285910 -37.148851 2.357812 0.490 -0.333 -0.278 0.124
C -0.525608 -36.116425 2.901219 -1.350 -0.232 0.804 -0.491
O -1.413432 -35.235380 2.384152 0.266 0.524 -0.186 0.019
C -1.257960 -33.950147 3.034181 -0.483 -0.037 -0.563 -0.140
C -0.720675 -34.249959 4.421906 0.496 0.184 0.367 -0.143
C -0.114381 -35.657790 4.289228 0.582 0.849 -0.414 -0.060
H -2.209320 -33.419382 3.012969 -0.143 -0.345 0.138 0.125
H -0.605116 -33.358443 2.391878 0.381 -0.015 0.241 0.119
H -1.482814 -34.222466 5.198094 -0.228 -0.069 -0.197 0.113
H 0.011631 -33.492488 4.708424 0.067 -0.135 0.006 0.110
H -0.457647 -36.329968 5.067700 -0.020 -0.286 -0.176 0.125
H 0.975120 -35.637366 4.292047 0.068 -0.060 0.224 0.120
O 0.963473 -35.497204 -3.997983 0.132 -0.266 -0.015 0.122
C 1.173878 -35.866482 -2.879434 -0.294 0.448 0.005 -0.475
O 0.228511 -36.499005 -2.137207 -0.060 0.156 -0.140 0.035
C 0.618443 -36.526565 -0.764500 -0.333 -0.287 0.960 -0.163
C 2.142841 -36.467006 -0.790701 -0.119 -0.504 0.192 -0.142
C 2.423122 -35.651496 -2.048749 0.464 -0.439 0.022 -0.083
H 0.221175 -37.412741 -0.267866 0.187 -0.278 -0.443 0.117
H 0.109373 -35.743530 -0.188521 0.349 0.462 -0.456 0.121
H 2.474940 -37.508518 -0.901921 0.118 0.172 -0.231 0.118
H 2.586575 -36.129357 0.139871 -0.024 0.389 -0.022 0.096
H 3.306294 -35.976704 -2.617459 -0.338 0.146 0.078 0.104
H 2.575441 -34.584582 -1.884624 -0.141 0.003 0.136 0.118
O 7.924028 -33.964395 -1.916002 0.104 -0.669 -0.262 0.059
C 8.635300 -33.376178 -1.145383 -0.252 0.465 0.865 -0.472
O 8.819157 -32.050071 -1.240698 0.047 0.094 0.191 0.037
C 9.543810 -31.577576 -0.075181 0.404 -0.318 -0.081 -0.127
C 10.345223 -32.796208 0.393680 -0.618 0.120 1.181 -0.132
C 9.323853 -33.894350 0.117053 -0.166 -0.082 -1.382 -0.067
H 8.847975 -31.280492 0.712440 -0.222 0.007 -0.239 0.122
H 10.135800 -30.719315 -0.374474 0.038 -0.006 -0.102 0.127
H 10.504878 -32.734082 1.473321 0.248 0.120 -0.126 0.119
H 11.309512 -32.903937 -0.094103 -0.101 -0.141 -0.280 0.117
H 8.506637 -33.939389 0.844513 0.259 0.064 0.197 0.107
H 9.681530 -34.900769 -0.087433 0.228 0.014 0.205 0.124
C 1.502590 -32.253564 9.909455 -0.425 0.340 -0.528 -0.064
C 1.572269 -33.344495 8.854101 0.730 0.191 0.250 -0.441
C 2.658201 -33.047165 7.823128 -0.040 0.302 -0.206 -0.220
O 2.387084 -31.817669 7.181530 -0.532 0.054 0.249 -0.188
C 3.462804 -31.291410 6.458349 0.025 -0.052 -0.496 -0.106
N 1.848982 -34.620565 9.537698 0.013 -0.222 -0.623 0.033
H 0.744176 -32.523316 10.640906 0.222 -0.004 0.273 0.076
H 1.200264 -31.305496 9.459738 0.048 -0.054 -0.042 0.076
H 2.484610 -32.083975 10.354095 -0.055 -0.183 0.257 0.082
H 0.626124 -33.398049 8.309194 -0.083 -0.195 0.201 0.138
H 2.675715 -33.876382 7.096829 0.278 0.103 0.008 0.128
H 3.646527 -32.930138 8.292820 -0.068 -0.499 0.141 0.118
H 3.310680 -30.217462 6.356639 -0.001 0.033 0.082 0.084
H 3.488602 -31.716548 5.444805 0.206 -0.051 0.076 0.077
H 4.419568 -31.483219 6.958174 -0.004 0.030 -0.029 0.081
H 1.874446 -35.366653 8.842165 -0.147 0.038 0.153 0.066
H 2.803066 -34.595638 9.894236 -0.132 0.128 0.152 0.068
C 3.396061 -32.491624 -4.187981 -0.700 0.421 -0.266 -0.048
C 4.873774 -32.798013 -4.074982 -0.084 -0.526 0.225 -0.404
C 5.689851 -31.527268 -3.877310 -0.033 -0.380 0.075 -0.214
O 5.681372 -30.801258 -5.084820 0.108 0.478 0.003 -0.178
C 5.812850 -29.404065 -4.891636 -0.087 -0.118 0.192 -0.106
N 5.088512 -33.765755 -2.967262 0.371 0.544 0.135 0.055
H 2.785328 -33.391099 -4.093595 0.084 -0.025 -0.018 0.062
H 3.129215 -32.021538 -5.138250 0.262 -0.166 -0.090 0.083
H 3.047087 -31.755836 -3.450175 0.244 -0.264 0.266 0.082
H 5.195102 -33.288399 -4.998243 0.097 0.098 -0.012 0.140
H 6.721673 -31.771273 -3.590784 0.015 0.013 -0.004 0.123
H 5.242067 -30.968257 -3.040891 0.016 0.143 -0.122 0.120
H 4.859174 -28.988731 -4.541682 0.079 0.098 -0.085 0.085
H 6.102576 -28.949943 -5.836356 -0.137 -0.036 -0.078 0.084
H 6.579579 -29.147800 -4.148880 0.022 -0.170 -0.032 0.084
H 6.089752 -33.761149 -2.769375 -0.058 -0.054 -0.137 0.018
H 4.723780 -33.322605 -2.119731 -0.145 -0.241 -0.085 0.035
C 6.935186 -34.949051 4.542023 0.145 -0.031 0.372 -0.047
C 6.830832 -33.525413 5.053701 0.747 0.861 -0.535 -0.421
C 7.033421 -33.354566 6.557380 -0.597 -0.606 -0.456 -0.191
O 6.072302 -34.214906 7.172729 0.396 0.309 0.315 -0.224
C 6.537942 -34.866578 8.341457 -0.637 -0.088 -0.251 -0.108
N 7.842467 -32.691293 4.332688 -0.263 -0.356 0.361 0.043
H 6.416222 -35.648102 5.197111 -0.293 0.089 -0.139 0.078
H 7.975654 -35.283413 4.510925 0.053 0.219 -0.109 0.083
H 6.508916 -34.961673 3.544126 0.102 -0.329 -0.099 0.048
H 5.842624 -33.117597 4.799459 -0.146 -0.343 0.326 0.118
H 6.844980 -32.297338 6.793310 0.063 -0.122 0.317 0.116
H 8.039016 -33.633853 6.885764 0.076 0.071 -0.210 0.124
H 6.599615 -34.175679 9.187815 0.192 -0.040 0.028 0.087
H 7.486334 -35.387292 8.177804 0.112 0.206 0.001 0.087
H 5.788587 -35.630414 8.560094 0.042 0.071 0.155 0.085
H 7.767138 -31.731232 4.657325 -0.007 0.001 -0.127 0.059
H 7.579336 -32.697690 3.349997 0.039 0.100 0.043 0.033
```
Positions in Å, forces in eV/Å.

The net charge is 0. The LUMO energy is -0.037 Ha. The value obtained for the calculated total energy is -113428.766 eV.

Number 1: frontier orbital gap 11.2885 eV. Number 2: frontier orbital gap 9.0891 eV. Number 3: frontier orbital gap 8.6877 eV. Number 4: frontier orbital gap 8.4887 eV. Number 5: frontier orbital gap 11.3374 eV. Number 6: frontier orbital gap 7.1846 eV.